{"formula": "ClHgI3O4", "method": "ωB97M-V/def2-TZVPD", "elements": ["Hg", "I", "I", "I", "Cl", "O", "O", "O", "O"], "positions_angstrom": [[-0.449, 0.348, 1.825], [-2.829, -1.418, 1.746], [1.448, -1.074, 3.525], [-1.070, 2.819, 3.289], [0.659, -0.164, -1.993], [0.178, -0.476, -0.621], [0.384, 1.256, -2.284], [1.944, -0.488, -2.622], [-0.266, -0.803, -2.865]], "de_lowest_kcal_mol": 0.6, "homo_lumo_gap_ev": 7.049, "total_charge": -2, "e_tot_ev": -49186.272}